19
Properties=species:S:1:pos:R:3:mulliken_spin:R:1 method="wB97M-V/def2-TZVPD" orbital_gap_ev="4.2 / 9.4" relative_energy_kcal_mol=41.9 homo_energy_ev="-3.31 / -8.80" s2=0.751 multiplicity=2 max_force_ha_per_bohr=0.02045 charge=0
C -0.33573 1.48953 1.35529 0.439
C 0.62401 0.33856 1.25656 -0.399
C 1.73121 0.39163 0.48523 0.375
N 0.26475 -0.78333 1.97918 0.054
H -0.45667 1.78148 2.40123 0.021
H -1.33376 1.30238 0.94869 -0.161
H 0.09898 2.34971 0.84652 -0.084
H 2.40086 -0.45643 0.39560 0.036
H 2.05431 1.37164 0.16072 -0.088
H -0.72326 -0.91049 2.14144 -0.021
H 0.75687 -1.62754 1.74324 0.005
C -0.96038 -1.31536 -1.54771 0.733
N -0.29042 -0.02815 -1.84383 1.676
H -1.35457 -1.36584 -0.53907 -0.073
H -1.77829 -1.46512 -2.25164 -0.400
H -0.22187 -2.10240 -1.71034 -0.093
H 0.44787 0.29230 -1.16033 0.160
H -1.00610 0.74718 -1.84813 -0.440
H 0.08221 -0.00975 -2.81264 -0.739



71
Properties=species:S:1:pos:R:3:nbo_charge:R:1 method="wB97M-V/def2-TZVPD" orbital_gap_ev=9.4 relative_energy_kcal_mol=0.0 homo_energy_ev=-9.05 multiplicity=1 max_force_ha_per_bohr=0.01813 smiles="CCC[C@@H]1C[C@@]1(CCC)[C@@H](NP(=O)(c1ccccc1)c1ccccc1)c1ccc(C(=O)OC)cc1" charge=0
C -1.32113 1.61453 -6.24357 -0.601
C -1.30676 1.77509 -4.72879 -0.385
C -0.27934 0.85250 -4.07061 -0.398
C -0.27771 1.03932 -2.57132 -0.214
C 0.47769 2.17213 -1.93886 -0.433
C 0.91360 0.75111 -1.69384 -0.046
C 2.22518 0.29689 -2.31133 -0.391
C 2.24086 -1.17760 -2.71890 -0.400
C 3.55601 -1.54765 -3.39385 -0.600
C 0.69280 0.17279 -0.28837 -0.023
N 1.74139 0.67686 0.57810 -0.999
P 2.10237 0.10059 2.10892 2.110
O 3.03663 1.02288 2.76191 -1.089
C 0.55793 -0.16196 3.05259 -0.455
C 0.24413 0.78368 4.01652 -0.126
C -0.94976 0.69885 4.70998 -0.235
C -1.83143 -0.33361 4.43712 -0.198
C -1.51372 -1.28725 3.48298 -0.206
C -0.32040 -1.20405 2.79009 -0.195
C 2.79315 -1.56121 1.82079 -0.448
C 3.58112 -1.78313 0.70208 -0.190
C 4.18851 -3.01161 0.51393 -0.204
C 4.02305 -4.01449 1.45545 -0.195
C 3.26232 -3.78354 2.59028 -0.233
C 2.65001 -2.55646 2.77596 -0.119
C -0.69610 0.42566 0.24998 0.014
C -0.98638 1.53320 1.03808 -0.233
C -2.24512 1.70677 1.57863 -0.166
C -3.24366 0.77067 1.33091 -0.115
C -4.59181 0.88136 1.93100 0.767
O -5.48552 0.08937 1.75252 -0.597
O -4.72032 1.96161 2.71809 -0.509
C -5.98583 2.12479 3.33837 -0.258
C -2.96902 -0.32506 0.51559 -0.177
C -1.70827 -0.49303 -0.01603 -0.232
H -1.56796 0.59070 -6.51654 0.200
H -0.34627 1.85424 -6.66300 0.200
H -2.05869 2.27593 -6.69168 0.209
H -1.07191 2.81018 -4.47208 0.197
H -2.29849 1.55285 -4.32864 0.195
H 0.70492 1.06708 -4.48697 0.197
H -0.52783 -0.18477 -4.31065 0.201
H -1.24811 0.82703 -2.13599 0.226
H 1.10058 2.78397 -2.57441 0.215
H 0.00107 2.72263 -1.14190 0.218
H 2.43941 0.90494 -3.19129 0.204
H 3.02723 0.48176 -1.59223 0.216
H 2.10563 -1.81029 -1.83969 0.197
H 1.41277 -1.37383 -3.40154 0.200
H 3.70237 -0.96000 -4.29768 0.202
H 4.39382 -1.35933 -2.72585 0.199
H 3.56364 -2.60060 -3.66554 0.209
H 0.83125 -0.91455 -0.33573 0.208
H 1.86554 1.68174 0.54675 0.413
H 0.95411 1.57453 4.21260 0.231
H -1.19431 1.43628 5.46039 0.216
H -2.76794 -0.40038 4.97105 0.216
H -2.20148 -2.09398 3.27622 0.219
H -0.06825 -1.94646 2.04569 0.220
H 3.71544 -0.98185 -0.00877 0.226
H 4.79435 -3.18718 -0.36324 0.215
H 4.49663 -4.97443 1.31034 0.215
H 3.14898 -4.56034 3.33246 0.216
H 2.06111 -2.36321 3.66246 0.216
H -0.21658 2.25756 1.26394 0.217
H -2.45660 2.55958 2.20370 0.232
H -6.76875 2.22691 2.58384 0.194
H -6.21616 1.26034 3.96483 0.193
H -5.91584 3.02666 3.94106 0.195
H -3.75549 -1.03995 0.32686 0.237
H -1.49268 -1.35378 -0.63315 0.216



10
Properties=species:S:1:pos:R:3:nbo_charge:R:1 method="wB97M-V/def2-TZVPD" orbital_gap_ev=8.6 relative_energy_kcal_mol=126.1 homo_energy_ev=-8.23 multiplicity=1 max_force_ha_per_bohr=0.00959 charge=0
O 1.38827 -0.78638 -0.26549 -0.598
C 0.98306 0.59767 0.55642 -0.143
C 0.12780 -0.56345 0.80237 0.158
N -1.10039 -0.38413 0.24220 -0.457
N -1.11590 0.76587 -0.54448 -0.222
C 0.05049 1.30032 -0.39070 -0.052
H 0.95698 -0.76534 -1.13851 0.481
H 0.27062 -1.33869 1.54666 0.220
H -1.81096 -1.07752 0.06471 0.405
H 0.25003 2.25165 -0.87318 0.208



16
Properties=species:S:1:pos:R:3:nbo_charge:R:1 method="wB97M-V/def2-TZVPD" orbital_gap_ev=11.1 relative_energy_kcal_mol=29.8 homo_energy_ev=-10.04 multiplicity=1 max_force_ha_per_bohr=0.00703 smiles=CC[C@@]1(C)CO1 charge=0
C -0.25013 0.23579 1.94088 -0.609
C -0.55406 -0.64429 0.72569 -0.422
C -0.07614 -0.11577 -0.63722 0.206
C 0.57701 1.25214 -0.72472 -0.640
C 0.23546 -1.08609 -1.69143 -0.107
O -1.00521 -0.40068 -1.69465 -0.498
H -0.78576 1.19099 1.90163 0.204
H 0.81958 0.45310 2.03767 0.204
H -0.56588 -0.27419 2.85732 0.216
H -1.63871 -0.78843 0.64734 0.225
H -0.12656 -1.64096 0.89361 0.205
H 0.22409 1.95352 0.03612 0.216
H 1.66396 1.16121 -0.62217 0.215
H 0.36089 1.66740 -1.71325 0.233
H 0.19174 -2.15533 -1.46942 0.177
H 0.92973 -0.80842 -2.48740 0.175



97
Properties=species:S:1:pos:R:3:mulliken_spin:R:1 method="wB97M-V/def2-TZVPD" orbital_gap_ev="5.6 / 6.4" relative_energy_kcal_mol=18.4 homo_energy_ev="-7.76 / -10.36" s2=8.793 multiplicity=6 max_force_ha_per_bohr=0.02019 charge=+1
Ru 0.52322 -0.31781 0.00340 3.402
C -0.13009 0.91871 -3.94515 0.008
Sb 1.26758 -0.12641 -2.69971 0.043
C 1.60285 -1.74590 -4.07819 0.022
C 3.14650 0.86008 -3.25502 0.013
C 2.91747 2.32403 -3.44824 0.010
C 2.43083 2.77310 -4.67611 -0.002
C 2.08227 4.09682 -4.87893 0.005
C 2.21065 4.99866 -3.83355 -0.001
C 2.73263 4.57548 -2.62296 0.006
C 3.11871 3.25061 -2.41378 -0.017
C 3.79556 2.88378 -1.13430 0.076
Sb 2.73966 1.53280 0.24718 -0.001
C 3.70852 2.38676 1.96742 0.062
C 0.99647 2.81056 0.11221 0.052
H 0.20472 0.83363 -4.97623 0.002
H -0.18890 1.96801 -3.66385 -0.001
H -1.10957 0.45371 -3.83664 -0.001
H 1.72268 -1.28803 -5.05926 0.002
H 0.76889 -2.44173 -4.10062 -0.003
H 2.51671 -2.27438 -3.81081 0.000
H 3.46375 0.37870 -4.17857 0.001
H 3.87286 0.64221 -2.47458 0.002
H 2.33205 2.05873 -5.48615 0.000
H 1.70748 4.41711 -5.84202 0.000
H 1.92783 6.03435 -3.96896 0.000
H 2.87094 5.29114 -1.82061 0.000
H 3.94913 3.77551 -0.52674 -0.001
H 4.77163 2.43206 -1.32342 0.004
H 3.17754 3.28021 2.28612 -0.002
H 4.71976 2.64436 1.65369 0.003
H 3.76476 1.67562 2.78673 0.000
H 1.19927 3.76695 0.59382 0.008
H 0.11770 2.37067 0.57745 -0.029
H 0.79693 2.97884 -0.94626 -0.002
C 1.05173 2.58252 4.87824 0.003
Si -0.62139 1.74356 5.09324 0.002
C -1.76454 2.87117 6.07431 0.000
C -0.51393 0.05511 5.91433 0.005
C -1.39251 1.48195 3.36572 0.002
C -2.59413 2.09348 3.02285 0.000
C -3.16681 1.92673 1.76507 0.008
C -2.51367 1.12070 0.86124 0.015
N -1.36909 0.49868 1.15930 0.081
C -0.80104 0.68281 2.36865 -0.009
S 0.74807 -0.11946 2.50879 0.156
H 1.37326 3.03734 5.81825 0.001
H 1.01099 3.37033 4.12348 0.000
H 1.80643 1.85840 4.57850 0.000
H -1.36618 2.98424 7.08485 0.000
H -2.77030 2.45622 6.16642 0.000
H -1.84033 3.87018 5.64065 0.000
H -0.07741 0.13737 6.91228 0.000
H 0.10066 -0.62896 5.33021 0.000
H -1.50604 -0.38834 6.01989 0.000
H -3.08242 2.72971 3.75226 -0.001
H -4.09673 2.40819 1.49681 0.002
H -2.89730 0.95537 -0.14162 -0.008
C 0.46727 -4.20893 1.24662 0.011
N 1.62392 -4.02968 0.38404 0.041
C 2.78941 -3.57660 1.12028 -0.008
C 1.34735 -3.17542 -0.72595 -0.020
C 0.33446 -3.70001 -1.71476 0.060
C 0.66144 -4.89164 -2.35905 -0.001
C -0.12650 -5.41586 -3.36668 0.004
C -1.25965 -4.72935 -3.78582 0.004
C -1.62372 -3.56452 -3.14146 -0.032
C -0.85417 -3.07161 -2.08945 -0.006
H 0.72011 -4.87353 2.07085 0.001
H -0.35401 -4.63714 0.67826 0.000
H 0.13596 -3.24130 1.66734 -0.002
H 2.97358 -4.25240 1.95289 0.000
H 2.64120 -2.55830 1.52114 0.007
H 3.66724 -3.57719 0.47348 0.001
H 2.28388 -2.99660 -1.26291 0.001
H 1.02955 -2.14441 -0.34085 -0.029
H 1.55842 -5.41383 -2.04727 0.000
H 0.14153 -6.35579 -3.83053 0.000
H -1.85678 -5.10738 -4.60512 -0.001
H -2.52572 -3.03825 -3.42647 0.001
C -6.04477 -1.69390 1.23895 0.000
C -4.88302 -2.54914 0.86962 0.262
C -4.84584 -3.89985 0.90116 -0.054
C -3.67611 -4.59187 0.47167 0.418
N -2.68255 -3.89220 -0.12196 -0.055
C -2.71658 -2.60696 -0.14567 0.232
S -1.57991 -1.69257 -1.21175 0.074
N -3.72235 -1.87267 0.46808 0.230
C -3.51912 -6.07455 0.57973 -0.027
H -6.90772 -2.30914 1.47852 0.003
H -6.30528 -1.02115 0.41762 0.009
H -5.80467 -1.07751 2.11075 0.015
H -5.71544 -4.45282 1.22835 0.003
H -3.70297 -0.86840 0.47312 -0.106
H -4.47550 -6.58078 0.44046 0.012
H -3.13341 -6.35957 1.56365 0.033
H -2.81400 -6.42436 -0.17377 0.003